1.
Computed, not measured: a molecular structure, C16H14Cl3GeIrN2O2Se, with wB97M-V/def2-TZVPD.

Its spin multiplicity is 2. Its charge is -1. The HOMO-LUMO gap (alpha / beta) comes out at 7.17 / 6.37 eV. The expectation value of S² is 0.7669. As for the relative energy (zero: lowest compared OMol25 entry of this formula, charge and spin): 1.876 eV.

Each line ends with the natural charge from an NBO analysis.
Cartesian coordinates (Å):
Ir: 0.25 0.06 1.58  0.3911
Cl: 2.33 1.09 4.41  -0.4261
Ge: 0.33 0.43 3.90  1.1434
Cl: 0.14 -1.35 5.15  -0.4388
Cl: -0.99 1.83 4.89  -0.4150
C: -3.95 0.98 -3.85  -0.6290
C: -3.30 1.55 -2.61  -0.0018
C: -4.11 1.94 -1.55  -0.2665
C: -3.54 2.45 -0.39  -0.1677
C: -2.17 2.58 -0.28  -0.3041
C: -1.34 2.20 -1.34  0.2705
N: 0.04 2.34 -1.28  -0.6428
C: 0.82 2.54 -0.10  0.0373
C: 0.77 3.86 0.71  -0.1332
C: 2.02 4.67 0.77  -0.1495
C: 3.19 4.15 0.38  -0.2258
C: 3.29 2.78 -0.12  -0.1733
C: 2.21 2.03 -0.33  -0.1081
C: 2.33 0.56 -0.65  0.7629
O: 3.12 0.17 -1.49  -0.6207
O: 1.55 -0.24 0.04  -0.7935
C: -1.91 1.67 -2.51  -0.0832
C: -1.00 1.23 -3.62  -0.6510
H: -5.03 1.00 -3.75  0.2105
H: -3.65 -0.06 -4.02  0.2131
H: -3.69 1.55 -4.74  0.2083
H: -5.18 1.84 -1.63  0.1974
H: -4.16 2.73 0.44  0.2087
H: -1.75 2.96 0.64  0.2274
H: 0.55 1.95 -2.05  0.3978
H: -0.10 4.48 0.46  0.2038
H: 1.97 5.68 1.15  0.2031
H: 4.10 4.73 0.45  0.2049
H: 4.27 2.34 -0.27  0.2240
H: -0.40 2.06 -4.02  0.2114
H: -1.54 0.80 -4.46  0.2187
H: -0.29 0.46 -3.28  0.2242
Se: -1.92 -0.46 2.02  -0.2417
N: 0.51 3.05 1.96  -0.4693
C: 0.45 1.97 1.27  0.1827

---

2.
Computed, not measured: 3 unconnected molecules or ions with the total composition C22H24BF2NO8S, with wB97M-V/def2-TZVPD.

Its spin multiplicity is 1. Its structure (SMILES) is CCOCc1ccc2c(c1)Nc1c(cccc1B(C)O)S2.O=C1OC[C@@H](F)O1.O=C1OC[C@@H](F)O1. The HOMO-LUMO gap comes out at 7.74 eV.

Each line ends with the natural charge from an NBO analysis.
Cartesian coordinates (Å):
C: 7.94 -1.18 -1.65  -0.6341
C: 6.57 -1.16 -0.85  -0.0701
O: 5.65 -0.18 -1.36  -0.5413
C: 4.80 0.32 -0.31  -0.0892
C: 3.74 -0.74 0.16  -0.0381
C: 4.10 -1.79 1.13  -0.2153
C: 3.11 -2.80 1.54  -0.2217
C: 1.77 -2.72 0.92  -0.2142
C: 1.36 -1.71 -0.04  0.2044
C: 2.39 -0.70 -0.42  -0.2199
N: 0.09 -1.60 -0.70  -0.6897
C: -1.04 -2.11 0.05  0.2347
C: -1.02 -3.19 1.03  -0.1922
C: -2.19 -3.70 1.75  -0.2299
C: -3.50 -3.11 1.44  -0.2132
C: -3.53 -2.01 0.47  -0.1988
C: -2.36 -1.49 -0.25  -0.3830
B: -2.47 -0.31 -1.34  1.0192
C: -1.84 1.13 -1.01  -1.0247
O: -3.11 -0.65 -2.55  -0.8861
S: 0.58 -3.99 1.44  0.2621
H: 8.74 -1.75 -1.09  0.2117
H: 7.81 -1.75 -2.62  0.2105
H: 8.30 -0.13 -1.84  0.2167
H: 6.78 -1.04 0.24  0.1625
H: 6.10 -2.18 -1.02  0.1726
H: 4.22 1.16 -0.78  0.2074
H: 5.37 0.73 0.56  0.1883
H: 5.13 -1.84 1.55  0.2195
H: 3.39 -3.60 2.26  0.2331
H: 2.12 0.10 -1.15  0.2259
H: 0.10 -1.93 -1.67  0.3985
H: -2.11 -4.54 2.49  0.2324
H: -4.43 -3.47 1.93  0.2252
H: -4.54 -1.58 0.23  0.2024
H: -0.94 0.95 -0.37  0.2478
H: -2.56 1.85 -0.54  0.2640
H: -1.47 1.56 -1.99  0.2263
H: -3.49 0.13 -2.99  0.4875
C: -6.66 1.21 -1.35  -0.1342
C: -7.67 1.37 -0.25  0.4427
O: -6.90 1.20 0.92  -0.4829
C: -5.64 1.62 0.60  0.9627
O: -4.80 1.86 1.40  -0.5484
O: -5.47 1.72 -0.74  -0.4875
F: -8.61 0.40 -0.30  -0.3224
H: -6.51 0.16 -1.62  0.2091
H: -6.92 1.77 -2.24  0.2085
H: -8.16 2.35 -0.23  0.1558
C: 0.51 4.66 1.33  -0.1300
C: -0.06 3.33 0.93  0.4411
O: 1.08 2.63 0.46  -0.4896
C: 2.14 3.13 1.16  0.9670
O: 3.20 2.60 1.22  -0.5583
O: 1.82 4.30 1.77  -0.4788
F: -0.93 3.46 -0.10  -0.3232
H: 0.59 5.36 0.50  0.2023
H: -0.05 5.13 2.14  0.2094
H: -0.52 2.77 1.74  0.1658

---

3.
Computed, not measured: a molecular structure, C19H19BrF4IrN2O2, with wB97M-V/def2-TZVPD.

Its spin multiplicity is 2. Its charge is +2. The HOMO-LUMO gap (alpha / beta) comes out at 6.16 / 4.90 eV. The expectation value of S² is 0.7933.

Each line ends with the natural charge from an NBO analysis.
Cartesian coordinates (Å):
Ir: 0.02 -0.92 -0.97  1.3223
C: -2.70 -0.91 -2.65  -0.6264
C: -2.90 -1.16 -1.16  -0.2378
N: -1.77 -1.92 -0.55  -0.3804
C: -1.73 -3.34 -1.08  -0.2360
C: -0.28 -3.69 -1.28  -0.6229
C: -1.86 -1.97 0.95  -0.2365
C: -1.07 -0.84 1.58  -0.2755
N: 0.26 -0.94 0.95  -0.2978
C: 1.45 -0.89 1.57  0.0509
C: 2.61 -1.42 0.93  0.3894
F: 2.47 -1.99 -0.27  -0.2921
C: 3.83 -1.43 1.55  0.3353
F: 4.86 -1.97 0.93  -0.2525
C: 3.98 -0.87 2.82  -0.1901
C: 2.88 -0.32 3.46  0.3469
F: 3.02 0.23 4.64  -0.2507
C: 1.64 -0.34 2.87  0.3591
F: 0.62 0.24 3.49  -0.2641
H: -3.44 -0.18 -2.99  0.2743
H: -2.83 -1.81 -3.25  0.2344
H: -1.72 -0.48 -2.89  0.1883
H: -3.82 -1.72 -0.98  0.2311
H: -2.98 -0.21 -0.63  0.2285
H: -2.27 -3.37 -2.02  0.2352
H: -2.24 -4.01 -0.40  0.2348
H: 0.13 -2.91 -1.96  0.1688
H: -0.13 -4.62 -1.83  0.2935
H: 0.29 -3.76 -0.35  0.2341
H: -1.43 -2.92 1.27  0.2277
H: -2.91 -1.95 1.27  0.2528
H: -1.03 -0.94 2.66  0.2686
H: -1.49 0.14 1.34  0.2500
H: 4.96 -0.86 3.29  0.2903
Br: 0.54 7.56 -0.50  0.1856
C: 0.47 5.70 -0.62  -0.0227
C: -0.77 5.06 -0.61  -0.2430
C: -0.82 3.69 -0.69  -0.1212
C: 0.37 2.96 -0.79  -0.2047
C: 1.61 3.61 -0.81  -0.1127
C: 1.66 4.98 -0.72  -0.2418
C: 0.34 1.53 -0.88  0.7757
O: 1.34 0.76 -0.97  -0.6512
O: -0.80 0.84 -0.86  -0.6011
H: -1.68 5.65 -0.53  0.2549
H: -1.78 3.18 -0.69  0.2313
H: 2.52 3.03 -0.90  0.2416
H: 2.61 5.50 -0.73  0.2558

---

4.
Computed, not measured: 2 unconnected molecules or ions with the total composition BrH2PS2, with wB97M-V/def2-TZVPD.

Its spin multiplicity is 1. The HOMO-LUMO gap (alpha / beta) comes out at 5.06 / 5.06 eV. As for the relative energy (zero: lowest compared OMol25 entry of this formula, charge and spin): 2.916 eV.

Each line ends with the natural charge from an NBO analysis.
Cartesian coordinates (Å):
P: -2.07 -0.78 0.70  0.5406
S: -1.57 -1.65 -1.14  -0.1952
S: 0.05 1.80 -0.63  -0.4658
Br: -3.97 0.20 0.24  -0.1271
H: -0.43 -2.27 -0.77  0.1699
H: -1.12 1.90 -1.13  0.0777